Molecular formula: C31H23Cl2N3O2
Method: DFT, ωB97M-V with the def2-TZVPD basis set

HOMO level   -7.695 eV
Maximum force   3.0 eV/Å
Gap between HOMO and LUMO   4.2733 eV
LUMO energy   -3.42 eV
Structure (SMILES)   c1ccc(C(c2ccccc2)(c2ccccc2)[C@H]2CCCN2)cc1.N#CC1=C(C#N)C(=O)C(Cl)=C(Cl)C1=O

Geometry (Å):
C  4.52087  3.59838  1.15057
C  3.24451  4.09860  0.88161
C  2.16315  3.22696  0.69567
C  2.34670  1.85189  0.86725
C  1.21937  0.83496  0.86301
C  -0.14900  1.51780  0.75583
C  -0.94594  1.42471  -0.38575
C  -2.22052  1.99425  -0.39048
C  -2.64622  2.79424  0.67089
C  -1.83920  2.91346  1.81024
C  -0.60168  2.26931  1.84676
C  1.38460  -0.18733  -0.26601
C  2.31078  -0.04627  -1.30585
C  2.39492  -1.02252  -2.30485
C  1.49980  -2.09514  -2.32339
C  0.55509  -2.23114  -1.29955
C  0.53350  -1.29836  -0.26149
C  1.28068  -0.00172  2.18406
C  1.96868  0.54389  3.47301
C  1.15018  -0.08972  4.61270
C  -0.16808  -0.59205  3.99297
N  -0.03042  -0.29446  2.60346
C  3.63840  1.35124  1.08548
C  4.72397  2.21587  1.23886
H  5.36382  4.27699  1.29350
H  3.06686  5.17465  0.81400
H  1.18425  3.64233  0.43809
H  -0.60839  0.86875  -1.26565
H  -2.86393  1.78608  -1.24522
H  -3.60961  3.30574  0.62092
H  -2.16800  3.48130  2.68438
H  0.01478  2.33731  2.74570
H  2.98605  0.81180  -1.34318
H  3.16807  -0.91129  -3.06790
H  1.54009  -2.82988  -3.12987
H  -0.16643  -3.05300  -1.29270
H  -0.15506  -1.45361  0.56922
H  1.84113  -0.93910  1.95357
H  3.02505  0.24701  3.50555
H  1.94239  1.64412  3.49388
H  1.66807  -0.96131  5.02827
H  0.98770  0.62920  5.41946
H  -0.30403  -1.67214  4.13098
H  -1.04814  -0.09660  4.42345
H  -0.70679  -0.66625  1.95197
H  3.79278  0.26706  1.14803
H  5.71246  1.79007  1.43763
N  -1.68526  0.08218  -4.16300
C  -2.25604  -0.93013  -4.00877
C  -2.97791  -2.15073  -3.84700
C  -3.39408  -2.58001  -2.60810
C  -3.21045  -1.73534  -1.48365
N  -3.08720  -0.99344  -0.58891
C  -4.36843  -3.68726  -2.48174
O  -4.99565  -3.84737  -1.43304
C  -4.60842  -4.48967  -3.72815
Cl  -5.64144  -5.83235  -3.56868
C  -4.12055  -4.09476  -4.94256
Cl  -4.41217  -4.96388  -6.37715
C  -3.30607  -2.84334  -5.10020
O  -2.93360  -2.38995  -6.17810

List of Löwdin charges in e, atom by atom: -0.0944 -0.0749 -0.0112 -0.1846 -0.2507 -0.1806 -0.0384 -0.1065 -0.0898 -0.0703 -0.0439 -0.1746 -0.0141 -0.0721 -0.0977 -0.0836 -0.0506 -0.2913 -0.1158 -0.1471 -0.1967 -0.0577 -0.0662 -0.0720 0.0990 0.1032 0.1192 0.1079 0.0914 0.0989 0.1022 0.1190 0.1182 0.1044 0.0981 0.0978 0.1009 0.1488 0.1091 0.1118 0.1039 0.1038 0.1052 0.1082 0.1136 0.1300 0.1051 0.2366 -0.1288 -0.0666 -0.0620 -0.1195 0.2637 -0.3310 0.1278 -0.5956 0.7832 -0.5959 0.7831 -0.3433 0.1332

Molecular formula: C31H23ClN3O2OsPSe
Method: DFT, ωB97M-V with the def2-TZVPD basis set

HOMO level (spin up / spin down)   -13.377 / -14.400 eV
Maximum force   4.3 eV/Å
Gap between HOMO and LUMO (spin up / spin down)   5.9744 / 3.6631 eV
Multiplicity   5
Total charge   +2
LUMO energy (spin up / spin down)   -7.40 / -10.74 eV
Energy above the lowest of the compared OMol25 structures with the same formula, charge and spin   54.0 kcal per mole
⟨S²⟩   6.134

Geometry (Å):
Os  -1.81784  -0.43094  0.79941
O  -2.62026  0.32600  3.96672
C  -2.04629  0.89807  3.06928
O  -2.50831  1.05215  1.83679
C  -0.65446  1.51688  3.25129
C  -0.32603  1.96416  4.54022
C  0.85020  2.68336  4.78876
C  1.77256  2.86855  3.76313
C  1.53787  2.25968  2.51020
C  0.32592  1.63467  2.25897
P  0.06487  0.92052  0.57876
C  -0.13889  2.45483  -0.42404
C  -0.60669  3.66288  0.08685
C  -0.61792  4.81108  -0.69538
C  -0.17785  4.79685  -2.02925
C  0.26743  3.61163  -2.56287
C  0.25611  2.46360  -1.79378
C  1.59128  0.10077  0.20588
C  2.05753  -0.80015  1.18339
C  3.18439  -1.58056  0.93068
C  3.88150  -1.48092  -0.26401
C  3.38792  -0.67779  -1.26392
C  2.30251  0.14832  -1.01328
H  -1.05265  1.74809  5.33301
H  0.97462  3.17526  5.77592
H  2.63220  3.51445  3.85726
H  2.33669  2.29941  1.75239
H  -0.90451  3.78960  1.14626
H  -1.11751  5.69894  -0.25566
H  -0.30180  5.65780  -2.67725
H  0.64625  3.53436  -3.60739
H  0.46934  1.54170  -2.29923
H  1.55979  -0.93195  2.14110
H  3.49397  -2.28713  1.69696
H  4.78149  -2.03107  -0.44632
H  3.83086  -0.67939  -2.24266
H  2.03572  0.87275  -1.81179
Cl  0.03735  -0.04435  -6.27727
C  -0.61663  -0.10636  -4.71091
C  -1.55649  0.87971  -4.28825
C  -2.27963  0.71024  -3.13928
C  -2.02021  -0.40690  -2.29708
C  -2.78653  -0.44398  -1.07085
C  -1.06125  -1.35761  -2.66732
C  -0.39272  -1.22337  -3.86945
H  -1.65923  1.79360  -4.91166
H  -3.04595  1.41510  -2.84078
H  -3.41769  -1.33075  -1.02776
H  -3.35076  0.48378  -1.02287
H  -0.91281  -2.20470  -1.99254
H  0.28382  -1.97681  -4.21303
Se  -1.73471  -2.03546  3.21338
N  -1.08850  -3.65233  3.07788
C  -0.85462  -4.27201  1.89133
C  -0.39661  -5.62208  1.80060
C  0.05280  -6.06453  0.56649
C  -0.04142  -5.19155  -0.55477
N  -0.58792  -4.01722  -0.50851
C  -0.95215  -3.41791  0.61614
N  -1.35204  -2.14850  0.51267
H  -0.38960  -6.24503  2.69494
H  0.44042  -7.07498  0.44174
H  0.33306  -5.55247  -1.50924

List of Löwdin charges in e, atom by atom: 1.2232 -0.0255 -0.6791 -0.2343 -0.1466 0.0142 -0.0255 -0.0266 -0.0608 -0.3146 1.0110 -0.2836 -0.0687 -0.0343 -0.0408 -0.0732 -0.1125 -0.3537 -0.0856 -0.0448 -0.0457 -0.0601 -0.0656 0.1369 0.1347 0.1174 0.1301 0.1310 0.1341 0.1226 0.1343 0.0615 0.1093 0.1206 0.1172 0.1150 0.0949 0.7886 -0.6354 -0.0023 0.0552 -0.2678 -0.2268 0.0574 0.0127 0.1513 0.1475 0.0888 0.0709 0.1013 0.1283 1.1343 -0.3032 -0.2738 0.0302 -0.0020 -0.0845 0.0886 -0.3623 -0.2089 0.1362 0.1239 0.1252

Molecular formula: C31H23N6NaO4SSe
Method: DFT, ωB97M-V with the def2-TZVPD basis set

HOMO level   -0.746 eV
Maximum force   1.1 eV/Å
Gap between HOMO and LUMO   3.6455 eV
Total charge   -2
LUMO energy   2.90 eV
Energy above the lowest of the compared OMol25 structures with the same formula, charge and spin   11.0 kcal per mole

Geometry (Å):
Na  0.76281  -0.33788  -0.14171
C  2.63052  -4.04935  1.43474
C  2.42448  -2.86523  0.47926
O  1.35655  -2.21276  0.59453
C  3.44774  -2.63244  -0.44855
C  3.43565  -1.61878  -1.45989
C  4.67533  -1.41804  -2.30694
N  2.39881  -0.86310  -1.63639
N  2.44662  0.07956  -2.63194
C  1.55747  1.04150  -2.46862
O  0.88690  1.30054  -1.42181
C  1.34524  1.91048  -3.67356
C  2.29433  2.10990  -4.67159
C  2.02939  2.96819  -5.73046
C  0.80794  3.62268  -5.82122
C  -0.15948  3.39997  -4.84836
C  0.11162  2.55691  -3.78224
H  2.20985  -3.80353  2.41252
H  2.09296  -4.92042  1.04958
H  3.68499  -4.31106  1.54267
H  4.31717  -3.28096  -0.40912
H  5.42097  -2.18722  -2.09821
H  4.41348  -1.42903  -3.36618
H  5.10050  -0.43426  -2.09196
H  3.23845  1.58421  -4.60988
H  2.78411  3.13352  -6.49267
H  0.61296  4.30585  -6.64137
H  -1.12403  3.89131  -4.91664
H  -0.61857  2.37038  -3.00554
Se  1.01878  2.98851  7.67850
N  2.10104  1.86573  6.80386
C  1.61219  1.74182  5.59286
C  2.21644  0.91205  4.57196
C  3.37453  0.15826  4.78913
C  3.88267  -0.60334  3.76230
C  3.21944  -0.58795  2.52813
N  2.12989  0.11602  2.31050
C  1.61586  0.84677  3.30208
C  0.37555  1.57254  3.02753
N  -0.16145  1.39392  1.82485
C  -1.27605  2.02208  1.51165
C  -1.92558  2.88744  2.40298
C  -1.39035  3.06851  3.65694
C  -0.21306  2.39418  4.00153
C  0.40727  2.48962  5.30514
N  -0.07425  3.21801  6.28376
H  3.83799  0.18306  5.76712
H  4.77064  -1.20629  3.89408
H  3.57548  -1.17676  1.68486
H  -1.67893  1.82326  0.52439
H  -2.83322  3.39483  2.10646
H  -1.86048  3.71671  4.38554
O  -8.77737  -2.93299  -1.17143
C  -7.73985  -2.98656  -2.07179
O  -7.97052  -3.50512  -3.14066
C  -6.46591  -2.41439  -1.65566
C  -5.39536  -2.42389  -2.57080
C  -4.17080  -1.89174  -2.25977
C  -3.91970  -1.29143  -0.99763
S  -2.42688  -0.57791  -0.60393
C  -4.99829  -1.30709  -0.07300
C  -6.21951  -1.84367  -0.39202
H  -8.47017  -2.48809  -0.37592
H  -5.57696  -2.86886  -3.54121
H  -3.36064  -1.91025  -2.97678
H  -4.82434  -0.87154  0.90239
H  -6.99288  -1.81642  0.37361

List of Löwdin charges in e, atom by atom: 0.2446 -0.0595 -0.5564 -0.1059 -0.0884 -0.3661 -0.0721 -0.0018 0.0366 -0.5048 -0.1215 -0.1373 -0.0481 -0.1227 -0.1390 -0.1089 -0.0282 0.0617 0.0648 0.0525 0.0633 0.0491 0.0576 0.0631 0.0982 0.0834 0.0800 0.0881 0.1096 1.0226 -0.2426 -0.3370 -0.1012 -0.0174 -0.0352 -0.0803 0.1707 -0.1283 -0.1361 0.1638 -0.1033 -0.0358 -0.0146 -0.1014 -0.3369 -0.2421 0.1056 0.1001 0.1012 0.0585 0.1016 0.1066 0.0641 -0.5076 0.0574 -0.1864 -0.0405 -0.1263 -0.7857 0.5900 -0.1454 -0.0670 0.0606 0.1089 0.0921 0.0826 0.0931

Molecular formula: C31H24Br2HgIN3OS3
Method: DFT, ωB97M-V with the def2-TZVPD basis set

HOMO level (spin up / spin down)   -2.413 / -4.777 eV
Maximum force   0.3 eV/Å
Gap between HOMO and LUMO (spin up / spin down)   4.3784 / 6.7427 eV
Multiplicity   2
Total charge   -1
LUMO energy (spin up / spin down)   1.97 / 1.97 eV
Energy above the lowest of the compared OMol25 structures with the same formula, charge and spin   0.0 kcal per mole
⟨S²⟩   0.768

Geometry (Å):
Hg  -0.85360  1.55732  2.15686
S  1.67845  2.54811  3.11253
C  1.80671  2.85851  1.44133
N  0.83334  2.74012  0.57439
C  1.21654  3.08146  -0.70589
C  0.38080  3.09348  -1.82158
C  0.90205  3.46075  -3.04891
C  2.24566  3.81721  -3.18194
C  3.08446  3.82223  -2.07849
C  2.56198  3.45832  -0.84464
S  3.32685  3.39619  0.71580
H  -0.66256  2.82778  -1.70617
H  0.25634  3.47001  -3.91870
H  2.63552  4.09678  -4.15264
H  4.12434  4.10821  -2.17587
C  -3.19750  -2.94960  0.87724
C  -3.73991  -1.52795  1.02108
C  -4.32808  -1.03553  -0.22404
N  -4.78438  -0.67977  -1.21643
H  -2.75727  -3.27167  1.81990
H  -2.42354  -2.98660  0.11152
H  -3.98979  -3.64623  0.60271
H  -2.93876  -0.84180  1.30657
H  -4.50661  -1.47505  1.79600
Br  -3.46577  2.37200  0.19573
C  -3.16848  3.50936  1.69237
C  -4.09840  4.43241  2.04720
C  -3.84927  5.28310  3.15003
C  -2.57467  5.17031  3.76057
C  -1.68179  4.23380  3.34722
N  -1.96321  3.32470  2.32926
H  -5.00891  4.50801  1.46884
H  -4.58016  6.00815  3.47430
H  -2.27888  5.84267  4.55620
H  -0.68752  4.15202  3.76576
C  3.12613  -9.04349  2.74213
C  2.65965  -7.61738  2.57254
O  3.34215  -6.66016  2.80367
S  0.94122  -7.51962  2.07908
C  0.66929  -5.77059  2.11139
C  1.01390  -4.98864  1.01522
C  0.76719  -3.62773  1.02923
C  0.15878  -3.02677  2.13546
C  -0.17120  -3.82169  3.23643
C  0.08173  -5.18215  3.22464
C  -0.14942  -1.62759  2.13064
C  -0.41059  -0.44404  2.12216
H  4.20474  -9.08119  2.60754
H  2.62906  -9.71409  2.04261
H  2.88498  -9.36638  3.75611
H  1.47550  -5.44903  0.15155
H  1.03640  -3.01688  0.17768
H  -0.63145  -3.35866  4.09918
H  -0.17808  -5.79316  4.07942
Br  1.58325  -0.39862  -4.01081
C  -0.18199  0.26459  -4.15234
C  -0.54985  0.86142  -5.35106
C  -1.82847  1.36969  -5.50692
C  -2.74217  1.27423  -4.46743
C  -2.37446  0.67903  -3.27195
C  -1.08803  0.17448  -3.10247
I  -0.59664  -0.60531  -1.23503
H  0.17415  0.92853  -6.15145
H  -2.10639  1.84018  -6.44122
H  -3.74566  1.66351  -4.57814
H  -3.09196  0.59250  -2.46703

List of Löwdin charges in e, atom by atom: 0.9848 0.4278 -1.1872 -0.0586 -0.3312 -0.0381 -0.1033 -0.1116 -0.1072 -0.4887 0.9716 0.0876 0.0952 0.0926 0.0990 -0.0977 -0.2416 -0.2866 0.1472 0.0656 0.0466 0.0767 0.0554 0.1181 0.7062 -0.7826 -0.1816 -0.1384 -0.1360 -0.1972 -0.2361 0.0839 0.0698 0.0883 0.0527 -0.0845 -0.7535 0.0425 0.9990 -0.5492 -0.0830 -0.0288 -0.2610 -0.0341 -0.0931 -0.1985 -0.2627 0.0829 0.0645 0.0854 0.1100 0.0849 0.1184 0.1038 0.7045 -0.7507 -0.1546 -0.0935 -0.0776 -0.1622 -0.7322 1.0385 0.0947 0.1005 0.1063 0.0380

> Which formula does entry 4 have?

C31H24Br2HgIN3OS3

> Which of these has the lowest maximum force?

C31H24Br2HgIN3OS3

> Which formula does entry 2 have?

C31H23ClN3O2OsPSe